Model i:
Molecular formula: H22O11
Method: DFT, wB97M-V/def2-TZVPD

Values from the calculation:
- molar mass (g mol⁻¹) = 198.16
- E_LUMO (eV) = -0.1
- HOMO-LUMO gap (eV) = 10.42
- HOMO (eV) = -10.536
- SMILES = O.O.O.O.O.O.O.O.O.O.O

```
33
Properties=species:S:1:pos:R:3:mulliken_charge:R:1
O -0.34077 -0.41185 0.72552 -0.72
H -0.16160 0.38806 0.21854 0.42
H 0.16769 -1.09469 0.27366 0.25
O -1.09716 0.45983 4.43942 -0.62
H -0.68193 -0.31013 4.84407 0.30
H -1.78513 0.08673 3.87686 0.32
O 1.16059 0.16178 -1.37847 -0.58
H 1.31193 -0.36280 -0.58418 0.16
H 1.91811 -0.03860 -1.93971 0.38
O -1.71349 -2.47913 1.15525 -0.60
H -0.82761 -2.14904 0.96753 0.32
H -2.01875 -2.82575 0.30928 0.27
O 3.59137 0.10100 0.49626 -0.56
H 3.07686 -0.63683 0.15003 0.28
H 4.50072 -0.21797 0.47750 0.31
O 0.41945 -0.21226 -3.34192 -0.50
H 0.30663 0.06211 -4.25897 0.23
H 0.60530 -1.15618 -3.40071 0.28
O 1.57438 -4.14603 0.87595 -0.63
H 1.24491 -5.04569 0.77082 0.31
H 1.05475 -3.78973 1.60536 0.32
O -0.55664 -1.57822 -1.27425 -0.55
H -1.20281 -1.15287 -0.69933 0.39
H -1.05327 -2.28406 -1.70337 0.24
O 2.55342 3.96713 -0.56750 -0.64
H 1.59325 4.04528 -0.59838 0.31
H 2.70613 3.12959 -0.11562 0.32
O -2.71595 2.80241 -1.56333 -0.64
H -2.73569 2.56947 -0.62827 0.35
H -2.95459 1.98445 -2.01386 0.30
O -2.99463 3.26351 0.81212 -0.70
H -2.35358 2.73222 1.29768 0.34
H -2.59188 4.13826 0.77202 0.35
```

---

Model ii:
Molecular formula: H22O11
Method: DFT, wB97M-V/def2-TZVPD

Values from the calculation:
- molar mass (g mol⁻¹) = 198.17
- E_LUMO (eV) = -0.2
- HOMO-LUMO gap (eV) = 10.26
- HOMO (eV) = -10.449
- SMILES = O.O.O.O.O.O.O.O.O.O.O

```
33
Properties=species:S:1:pos:R:3:mulliken_charge:R:1
O 2.15238 1.73949 1.25490 -0.67
H 2.43281 1.57373 2.26684 0.32
H 1.28366 1.29359 1.10400 0.45
O 0.51673 -1.35818 2.83125 -0.67
H 0.57997 -0.38587 2.88097 0.29
H -0.29323 -1.62417 3.25653 0.29
O 2.61435 1.89468 -3.31257 -0.67
H 1.92710 1.29452 -2.95976 0.41
H 2.76663 2.34909 -2.53578 0.30
O -0.05415 1.51726 3.26843 -0.62
H -0.96010 1.50527 3.09850 0.29
H 0.12362 2.45259 2.97943 0.32
O -2.07643 -2.75895 0.23424 -0.64
H -1.21010 -2.82789 0.11339 0.37
H -2.31818 -1.83460 0.05374 0.36
O -2.85849 -0.01612 0.10501 -0.60
H -3.54023 -0.36559 -0.47352 0.31
H -3.01628 0.82123 -0.04789 0.22
O 0.04288 0.22531 0.24890 -0.47
H -0.87209 0.49758 0.27875 0.25
H 0.29052 0.43149 -0.67837 0.32
O 0.62281 -2.78673 0.30965 -0.77
H 1.05453 -3.50004 0.75269 0.28
H 0.66131 -2.00141 0.99441 0.43
O 0.51663 0.26185 -2.71919 -0.77
H 1.16068 -0.44910 -2.49923 0.39
H 0.30113 -0.12639 -3.59966 0.31
O -2.54089 2.62307 -0.54662 -0.67
H -2.18411 2.70037 -1.58114 0.35
H -3.27088 3.14476 -0.32069 0.29
O 1.97376 -1.69352 -1.72433 -0.61
H 1.55669 -2.28644 -1.08034 0.33
H 2.61696 -2.31089 -1.95254 0.30
```

---

Model iii:
Molecular formula: H22O11
Method: DFT, wB97M-V/def2-TZVPD

Values from the calculation:
- molar mass (g mol⁻¹) = 198.17
- E_LUMO (eV) = -0.3
- HOMO-LUMO gap (eV) = 10.42
- HOMO (eV) = -10.680
- SMILES = O.O.O.O.O.O.O.O.O.O.O

```
33
Properties=species:S:1:pos:R:3:mulliken_charge:R:1
O 0.81012 3.28758 1.56210 -0.58
H 1.62379 3.34423 1.07446 0.29
H 0.69597 4.16110 1.83653 0.25
O -2.46907 -0.19110 1.11136 -0.67
H -2.89556 -0.90174 1.64225 0.34
H -1.62258 -0.49305 1.01028 0.47
O -0.35872 -3.52360 -0.61843 -0.64
H -1.11007 -2.94027 -0.88996 0.33
H -0.69870 -4.37436 -0.45749 0.28
O 0.16025 -1.13300 -1.87746 -0.64
H 0.49853 -2.00483 -1.70796 0.27
H -0.07799 -1.01052 -2.81306 0.29
O -1.04845 2.65116 -0.23018 -0.54
H -1.90729 2.94462 -0.20461 0.32
H -0.70792 2.89857 0.57793 0.21
O 0.14392 -0.30761 0.70181 -0.48
H -0.06457 0.54869 0.77086 0.24
H 0.13598 -0.41989 -0.23699 0.30
O -1.77438 1.15586 -2.59537 -0.64
H -1.22307 1.44973 -1.92922 0.31
H -2.33539 0.53077 -2.16437 0.31
O 1.93690 1.09879 -1.82631 -0.63
H 1.42195 0.33093 -2.01202 0.31
H 2.72302 0.74736 -1.43937 0.37
O 1.22916 -2.59004 1.76582 -0.66
H 0.50159 -3.20663 1.39141 0.30
H 0.98249 -1.68044 1.44165 0.38
O 3.41322 -1.14326 -0.52438 -0.66
H 2.94227 -1.30668 0.21415 0.31
H 2.88763 -1.68299 -1.18144 0.31
O -1.31726 1.64692 2.43523 -0.65
H -0.70042 1.26200 3.04941 0.28
H -1.79533 0.85171 2.12336 0.31
```

---

Model iv:
Molecular formula: H22O11
Method: DFT, wB97M-V/def2-TZVPD

Values from the calculation:
- molar mass (g mol⁻¹) = 198.17
- E_LUMO (eV) = -0.2
- HOMO-LUMO gap (eV) = 10.59
- HOMO (eV) = -10.803
- SMILES = O.O.O.O.O.O.O.O.O.O.O

```
33
Properties=species:S:1:pos:R:3:mulliken_charge:R:1
O 1.58324 1.73955 1.88318 -0.62
H 2.04124 2.36155 2.48018 0.29
H 1.09024 1.18855 2.44418 0.39
O -2.30976 1.97455 1.01318 -0.62
H -2.18976 2.48555 0.20518 0.31
H -1.96376 1.13955 0.67018 0.31
O -3.10076 -0.41045 -1.41182 -0.69
H -3.67976 0.27155 -1.23182 0.28
H -2.74976 -0.14545 -2.27982 0.32
O -2.41976 -3.19745 -1.55982 -0.53
H -2.61676 -2.25445 -1.62082 0.25
H -3.15076 -3.29945 -2.15782 0.34
O 3.53524 -0.22545 1.32518 -0.60
H 3.16724 0.69255 1.14618 0.31
H 4.17724 -0.23245 0.62418 0.30
O 0.02724 0.26955 3.36718 -0.66
H -0.46676 0.20255 4.16818 0.28
H -0.43676 -0.17145 2.68918 0.26
O 0.32524 3.45155 -1.85782 -0.68
H 0.85824 3.66655 -2.66882 0.29
H 0.60524 2.48955 -1.66982 0.41
O 0.20524 -1.57045 -1.83382 -0.63
H 0.10424 -2.22045 -2.52582 0.25
H 0.90224 -1.91445 -1.25482 0.30
O 1.45324 1.14055 -1.36382 -0.60
H 1.74524 0.28555 -1.67482 0.26
H 2.32924 1.58855 -1.37682 0.32
O 0.35224 -3.18045 1.40318 -0.65
H 1.31024 -2.87845 1.25118 0.30
H -0.18176 -2.39245 1.24818 0.33
O -0.29276 -0.41045 0.55818 -0.33
H -0.61176 -0.73945 -0.27082 0.27
H 0.35824 0.29555 0.28218 0.24
```

---

Most stable: model iv. Least stable: model i.